This record from OMol25 describes a 3-piece molecular cluster, C3H11NO3 overall in a non-equilibrium geometry. The level of theory is ωB97M-V/def2-TZVPD.

Geometry as XYZ:
```
18
Properties=species:S:1:pos:R:3:nbo_charge:R:1
C -0.512 -0.392 0.273 0.53
N -0.482 0.611 -0.567 -0.61
C -1.488 1.003 -1.505 -0.21
C -1.253 0.179 -2.828 -0.62
O 0.345 -1.240 0.568 -0.65
H -1.538 -0.592 0.585 0.10
H 0.442 0.982 -0.729 0.42
H -2.424 0.839 -0.950 0.21
H -1.414 2.128 -1.680 0.21
H -1.985 0.629 -3.532 0.21
H -0.205 0.350 -3.265 0.22
H -1.527 -0.847 -2.768 0.22
H 0.146 -1.699 2.345 0.49
H 1.485 -1.266 2.945 0.45
O 0.731 -1.839 3.145 -0.96
H 1.622 0.973 1.096 0.48
H 2.993 1.392 0.614 0.48
O 2.085 1.590 0.497 -0.95
```

Results
HOMO-LUMO gap, eV: 10.76
Total energy, Ha: -401.35860
ΔE to the lowest compared entry with this formula, charge and spin, eV: 1.4817
SMILES: CCNC=O.O.O
Spin multiplicity: 1
LUMO energy, Ha: 0.025